C27H35BrN4P2Zn | ωB97M-V with the def2-TZVPD basis set

Each line ends with the natural charge from an NBO analysis.
Cartesian coordinates (Å):
1 Br -2.754572 0.584860 5.309275  -0.736
2 Zn -3.228856 -0.349987 3.183972  1.243
3 P 0.711128 2.358766 0.812258  1.231
4 P -1.504625 1.191648 -1.360548  1.202
5 N 2.200611 1.549171 0.272336  -0.654
6 N -1.293301 0.152342 -2.835753  -0.630
7 N -2.776753 2.169054 -2.243213  -0.626
8 N 1.594863 3.837223 1.561135  -0.618
9 C 1.079631 -2.722249 2.118456  -0.454
10 C 0.139168 -4.870740 -0.008497  -0.181
11 C 2.771814 4.566590 1.393197  -0.079
12 C 0.911749 4.420119 2.635390  -0.079
13 C -3.762181 3.878528 -3.368760  -0.269
14 C 4.050918 0.979269 -0.917796  -0.281
15 C -1.591971 -1.681854 -4.145800  -0.289
16 C 2.317062 0.147743 0.269805  -0.065
17 C 1.557650 -5.170848 0.431235  -0.447
18 C 1.057591 -3.804551 3.188922  -0.203
19 C -0.178906 -2.636645 1.216999  -0.428
20 C -3.390632 -2.410331 3.415637  -1.156
21 C -4.652967 3.452588 -2.333537  -0.304
22 C 3.447322 -0.222351 -0.444987  -0.288
23 C 1.701574 5.421223 3.206486  -0.303
24 C 3.258604 2.033449 -0.499734  -0.074
25 C -1.716562 -1.174917 -2.854253  -0.067
26 C -0.910494 0.488988 -4.137368  -0.078
27 C -0.082565 2.272552 -1.907112  -0.758
28 C 2.889891 5.518351 2.412578  -0.279
29 C -2.657097 3.043927 -3.323100  -0.082
30 C 1.683226 -5.884490 1.803013  -0.433
31 C -4.020480 2.407945 -1.658613  -0.067
32 C -0.558835 -3.734696 0.221856  -0.192
33 C 0.412844 3.233146 -0.805109  -0.745
34 C -1.079772 -0.626696 -4.966477  -0.283
35 C 1.474967 -5.098008 3.061114  -0.173
36 H -0.867578 -0.659135 -6.023489  0.228
37 H -0.345287 4.012913 -0.586567  0.241
38 H -4.333478 1.805575 -0.818838  0.205
39 H 3.720714 6.195014 2.581523  0.226
40 H -3.172940 -2.665629 4.463847  0.231
41 H -1.058250 -2.528845 1.895336  0.205
42 H -0.325130 2.914653 -2.778342  0.255
43 H -0.067608 4.067908 2.894122  0.210
44 H 3.449023 4.388271 0.575373  0.206
45 H -2.046534 -1.635727 -1.940370  0.206
46 H -2.588368 -2.813964 2.784481  0.199
47 H 2.708972 -6.301215 1.787275  0.211
48 H -0.281478 -5.656095 -0.667790  0.202
49 H -1.846925 -2.682407 -4.456357  0.224
50 H 4.969911 1.058547 -1.488240  0.230
51 H -1.403040 -3.459592 -0.467216  0.204
52 H 2.009952 -2.735180 1.508198  0.212
53 H 1.088447 -1.749385 2.666883  0.218
54 H 1.314807 3.756721 -1.182901  0.247
55 H 3.361767 3.077753 -0.744851  0.209
56 H -1.802160 3.008774 -3.985187  0.209
57 H 1.579102 -0.458762 0.779570  0.213
58 H -0.096183 -1.687352 0.645575  0.198
59 H -3.911695 4.694580 -4.071402  0.227
60 H 2.255795 -4.309393 0.389461  0.213
61 H 0.999507 -6.760925 1.828810  0.219
62 H 1.920031 -5.935868 -0.278170  0.217
63 H -5.637265 3.838002 -2.129785  0.226
64 H 3.813263 -1.239663 -0.594508  0.229
65 H 0.738948 1.607587 -2.244184  0.259
66 H -4.389752 -2.816954 3.188671  0.220
67 H -0.499528 1.460879 -4.363617  0.205
68 H 0.486396 -3.438283 4.086246  0.209
69 H 1.710747 -5.674098 3.965409  0.206
70 H 1.445770 6.002175 4.078025  0.226

Force components x, y, z for each atom (eV/Å):
Br -0.0430 0.4383 -0.7602
Zn 0.0551 -1.3255 1.9105
P 3.7766 2.4932 -0.7993
P -0.5661 0.7226 -5.0474
N -0.2636 -1.0056 -0.4161
N -0.0250 -0.9654 0.5494
N -0.3589 0.2229 1.1789
N -1.6628 -0.1658 0.6434
C -0.1723 0.1795 -0.3171
C -0.4978 0.9191 -0.3612
C 0.1019 0.2732 0.7071
C 1.5052 0.5306 0.2273
C 0.3828 -0.8782 0.1906
C -0.6473 0.4225 0.3265
C -0.0093 0.8196 0.8769
C 0.5562 0.2539 -0.2835
C -0.0769 -0.7693 0.4821
C -0.4912 -0.8373 -0.1252
C -0.4082 0.2361 -0.2972
C -0.0934 0.2967 -0.6858
C 0.8632 -0.9185 0.4307
C -0.6972 0.1633 0.5701
C -0.4362 -0.9104 -1.0032
C 0.1421 -0.5730 -0.2012
C 0.3846 0.2372 -1.1392
C -0.0869 -1.1291 -0.1033
C 0.7287 0.5612 0.4184
C -0.9453 -1.0479 -0.5909
C -0.2438 0.5063 0.4385
C 1.0257 0.0380 -0.5422
C -0.0069 0.9696 -0.6965
C 0.8717 -0.3140 -0.5129
C -0.4987 0.0548 -0.1216
C -0.1019 0.8735 1.4903
C -0.4565 1.4996 0.4839
H 0.0238 0.0010 0.0703
H 0.2505 -0.3191 -0.1611
H -0.0672 0.1190 -0.0272
H -0.1816 -0.1875 -0.2155
H 0.0452 0.6625 -0.2765
H 0.6303 0.1124 -0.5114
H -0.1000 -0.6839 0.6012
H -0.1289 -0.1452 0.2603
H -0.0285 -0.0791 0.2771
H -0.0910 -0.1057 0.0257
H -0.6936 -0.2877 0.1664
H -0.3567 -0.0618 0.3010
H 0.1235 0.7824 0.2402
H 0.0313 0.0319 0.0292
H -0.2610 0.0552 0.0868
H 0.4380 -0.6703 1.1482
H -0.6633 -0.0519 0.5029
H 0.1508 -0.6377 -0.3324
H -0.4485 -0.2970 0.5503
H -0.0242 -0.2094 0.1196
H -0.3249 0.1324 0.1914
H 0.2163 0.1596 -0.0198
H -0.2576 -0.3230 0.2194
H -0.0140 -0.3852 0.1110
H -0.6393 -0.5578 -0.1190
H 0.2982 0.4808 0.0342
H 0.0499 0.5256 0.0861
H 0.0067 0.0175 0.0791
H -0.2323 0.4428 0.0925
H -0.3610 0.1914 0.4525
H 0.5693 0.1699 -0.2839
H -0.0918 -0.2418 -0.0591
H 1.3915 -0.6461 -0.3407
H -0.8446 0.1193 -0.1459
H -0.0200 0.0147 -0.0734

The energy above the lowest of the compared OMol25 structures with the same formula, charge and spin is 81.06 kJ/mol. For the largest force on an atom, the calculation gives 5.13 eV/Å. The value obtained for the total energy is -171561.47945 eV. For the LUMO energy, the calculation gives -1.51 eV. Its frontier orbital gap is 6.812 eV.